[1]
132
Properties=species:S:1:pos:R:3 method="wB97M-V/def2-TZVPD" lumo_energy_ev=-2.2 homo_ev=-10.1 charge=+1 homo_lumo_gap_ev=7.87
C -3.31 0.26 -0.89
C -2.12 -0.24 -0.58
C -0.84 0.21 -1.24
C 0.47 -0.10 -0.49
C 0.96 1.15 0.24
B -0.18 1.88 1.15
C -0.28 3.43 1.13
O -0.99 1.07 1.86
N 2.22 0.85 1.07
P 2.03 -0.29 2.48
S 2.82 -2.01 2.37
C 3.40 0.51 0.18
C 4.03 1.84 -0.24
C 5.36 1.71 -0.98
C 5.86 3.11 -1.35
Br 6.66 0.81 0.15
C 3.08 -0.47 -0.95
C 1.59 -0.88 -1.29
C 1.40 -2.37 -0.93
C 0.21 -3.00 -0.89
C 1.52 -0.84 -2.85
I 1.77 -2.69 -3.81
C 1.45 0.27 -3.58
C 1.43 1.67 -3.01
I 1.41 0.29 -5.66
H -3.43 1.30 -1.20
H -4.21 -0.35 -0.82
H -2.05 -1.01 0.19
H -0.84 -0.26 -2.22
H -0.96 1.30 -1.41
H 0.18 -0.78 0.32
H 1.29 1.91 -0.46
H -0.94 3.83 1.90
H -0.70 3.71 0.15
H 0.69 3.93 1.19
H -1.69 1.53 2.35
H 2.46 1.75 1.49
H 2.58 0.56 3.45
H 0.65 -0.27 2.71
H 4.14 0.05 0.84
H 4.27 2.38 0.69
H 3.35 2.48 -0.80
H 5.29 1.10 -1.88
H 6.57 3.46 -0.60
H 6.39 3.12 -2.31
H 5.04 3.83 -1.36
H 3.51 -0.04 -1.85
H 3.64 -1.39 -0.78
H 2.31 -2.94 -0.75
H -0.64 -2.61 -0.33
H 0.01 -3.90 -1.47
H 0.45 1.96 -2.64
H 1.69 2.39 -3.78
H 2.19 1.76 -2.23
C 5.42 -4.66 -3.01
C 5.57 -3.44 -2.23
N 5.65 -2.47 -1.62
H 5.08 -5.47 -2.36
H 4.68 -4.50 -3.80
H 6.37 -4.95 -3.46
C -1.80 1.46 5.83
C -2.31 2.16 4.66
N -2.70 2.74 3.75
H -0.71 1.48 5.81
H -2.13 1.98 6.73
H -2.16 0.43 5.84
C 6.73 7.19 0.56
C 5.78 6.11 0.78
N 5.03 5.26 0.96
H 6.39 7.82 -0.26
H 6.82 7.80 1.46
H 7.70 6.78 0.31
C -1.96 -6.14 0.12
C -1.50 -6.29 -1.25
N -1.17 -6.36 -2.35
H -1.55 -5.22 0.54
H -3.05 -6.09 0.13
H -1.64 -6.99 0.71
C 5.87 -0.51 -6.86
C 5.30 -1.84 -6.68
N 4.85 -2.88 -6.55
H 6.95 -0.58 -6.95
H 5.47 -0.05 -7.76
H 5.62 0.12 -6.00
C -4.80 -5.55 -3.32
C -4.96 -6.44 -2.18
N -5.08 -7.14 -1.28
H -5.75 -5.44 -3.84
H -4.47 -4.57 -2.97
H -4.05 -5.95 -4.01
C -1.35 5.91 4.80
C -1.19 5.01 5.93
N -1.10 4.26 6.79
H -2.40 5.91 4.48
H -1.06 6.92 5.07
H -0.73 5.59 3.97
C 0.85 -5.81 3.98
C 0.05 -4.77 3.35
N -0.59 -3.96 2.85
H 1.50 -5.37 4.73
H 0.20 -6.54 4.45
H 1.46 -6.31 3.23
C -4.27 -10.21 0.02
C -3.18 -9.80 0.89
N -2.33 -9.46 1.58
H -3.88 -10.78 -0.82
H -4.97 -10.84 0.58
H -4.79 -9.33 -0.35
C -2.92 6.19 0.90
C -1.59 6.50 1.43
N -0.55 6.73 1.84
H -3.11 5.12 0.98
H -3.68 6.73 1.45
H -2.98 6.49 -0.15
C -7.14 5.16 1.83
C -6.47 5.89 0.76
N -5.96 6.47 -0.09
H -8.13 5.59 2.00
H -7.24 4.11 1.56
H -6.56 5.25 2.75
C -7.83 6.31 6.35
C -8.23 6.70 5.00
N -8.54 7.02 3.95
H -6.74 6.21 6.40
H -8.15 7.06 7.07
H -8.28 5.35 6.61
C 0.01 -5.24 -5.99
C -1.41 -5.58 -5.95
N -2.52 -5.85 -5.91
H 0.13 -4.22 -6.37
H 0.43 -5.31 -4.99
H 0.53 -5.93 -6.65

---

[2]
60
Properties=species:S:1:pos:R:3 method="wB97M-V/def2-TZVPD" lumo_energy_ev=0.9 homo_ev=-4.0 charge=-1 homo_lumo_gap_ev=4.83
C 2.33 6.31 0.16
C 2.61 5.17 -0.58
C 2.40 3.92 -0.04
C 1.90 3.79 1.25
C 1.68 2.46 1.84
C 2.61 1.49 1.73
C 2.43 0.18 2.29
C 3.46 -0.73 2.31
C 3.36 -2.09 2.81
C 2.25 -2.89 2.51
C 2.14 -4.16 3.03
C 3.13 -4.66 3.84
C 4.24 -3.89 4.14
C 4.37 -2.62 3.62
C 1.17 -0.10 2.91
C 0.20 0.83 3.07
C -1.05 0.48 3.75
C -1.70 -0.73 3.46
C -2.86 -1.08 4.12
C -3.39 -0.23 5.07
C -2.76 0.96 5.36
C -1.61 1.32 4.70
C 0.43 2.20 2.58
O -0.39 3.08 2.78
C 1.59 4.95 1.97
C 1.82 6.19 1.43
H 2.51 7.28 -0.27
H 2.98 5.27 -1.59
H 2.58 3.04 -0.62
H 3.53 1.69 1.21
H 4.43 -0.38 2.01
H 1.50 -2.52 1.83
H 1.28 -4.77 2.79
H 3.05 -5.66 4.24
H 5.02 -4.29 4.77
H 5.22 -2.02 3.85
H 1.00 -1.07 3.34
H -1.29 -1.37 2.70
H -3.36 -1.99 3.87
H -4.30 -0.50 5.58
H -3.19 1.63 6.10
H -1.12 2.26 4.90
H 1.15 4.84 2.95
H 1.58 7.07 2.00
O 2.71 -4.46 -2.96
C 3.12 -4.43 -1.80
C 3.31 -3.05 -1.18
C 4.56 -2.36 -1.76
C 4.16 -0.88 -1.99
C 2.65 -0.79 -1.65
N 2.16 -2.17 -1.48
O 3.41 -5.39 -1.09
H 3.40 -3.18 -0.09
H 5.42 -2.46 -1.09
H 4.82 -2.85 -2.70
H 4.74 -0.20 -1.36
H 4.34 -0.59 -3.03
H 2.47 -0.21 -0.74
H 2.08 -0.32 -2.46
H 1.42 -2.26 -0.78

---

[3]
60
Properties=species:S:1:pos:R:3 method="wB97M-V/def2-TZVPD" lumo_energy_ev="-1.1 / -0.5" homo_ev="-8.5 / -8.6" charge=0 multiplicity=4 homo_lumo_gap_ev="7.40 / 8.11"
Cr 0.07 -0.57 -1.16
C 2.13 -2.84 -5.77
C 2.28 -1.75 -4.71
C 3.63 -1.04 -4.86
C 2.08 -2.25 -3.30
C 1.68 -3.54 -3.00
C 1.46 -3.95 -1.69
C 1.68 -3.10 -0.62
C 1.44 -3.51 0.80
C 2.15 -1.80 -0.90
C 2.32 -1.38 -2.22
H 2.27 -2.41 -6.76
H 1.13 -3.26 -5.74
H 2.87 -3.62 -5.63
H 1.49 -1.00 -4.90
H 4.44 -1.68 -4.50
H 3.66 -0.11 -4.31
H 3.81 -0.81 -5.91
H 1.49 -4.25 -3.79
H 1.11 -4.96 -1.50
H 0.87 -2.73 1.32
H 2.39 -3.62 1.33
H 0.91 -4.45 0.86
H 2.58 -1.21 -0.10
H 2.74 -0.40 -2.41
O -1.14 -1.91 -4.58
S -1.27 -1.26 -3.32
O -2.58 -0.78 -2.94
O -0.68 -2.04 -2.19
S -0.06 0.40 -3.25
C -4.03 1.15 0.39
C -3.21 1.94 -0.40
C -2.03 1.41 -0.88
N -1.64 0.16 -0.62
C -2.44 -0.61 0.12
C -3.64 -0.16 0.64
H -4.96 1.53 0.79
H -3.46 2.96 -0.62
H -1.35 1.99 -1.50
H -2.10 -1.62 0.30
H -4.25 -0.82 1.24
C -2.89 4.07 7.56
C -2.08 3.56 6.41
O -2.34 2.60 5.74
S -0.61 4.53 6.10
C -0.08 3.64 4.65
C -0.46 4.10 3.39
C -0.18 3.32 2.29
C 0.48 2.09 2.42
C 0.88 1.67 3.69
C 0.60 2.44 4.80
C 0.64 1.28 1.28
C 0.69 0.61 0.26
H -2.88 3.32 8.35
H -3.92 4.18 7.23
H -2.51 5.01 7.95
H -0.97 5.04 3.30
H -0.49 3.64 1.30
H 1.38 0.72 3.80
H 0.89 2.11 5.79

---

no.,electronic energy (eV)
1,-175635.888
2,-39165.369
3,-96953.590